Arrangement i

The following is a quantum chemistry calculation of the molecule C3H3NO3, from OMol25.

Results
multiplicity: 1
molar mass: 101.06 g mol⁻¹
HOMO energy: -10.92 eV
LUMO level: -0.42 eV

Structure (XYZ):
```
10
C3H3NO3 ωB97M-V with the def2-TZVPD basis set
C -0.321 1.015 -0.493
C -0.104 -0.402 1.201
C 0.200 -0.134 -1.229
H 0.133 -0.243 2.197
H -0.911 -1.009 0.935
H 0.062 -0.198 -2.244
N 0.799 -1.127 -0.750
O -0.559 2.094 -1.021
O -0.327 0.946 0.849
O 1.027 -0.943 0.555
```

Here are the Löwdin charges for atoms 1 to 2, given in e: C -0.433; C -0.156

---

Arrangement ii

The following is a quantum chemistry calculation of the molecule C3H3NO3, from OMol25.

Results
multiplicity: 1
molar mass: 101.06 g mol⁻¹
HOMO energy: -8.91 eV
LUMO level: 0.10 eV

Structure (XYZ):
```
10
C3H3NO3 ωB97M-V with the def2-TZVPD basis set
C -1.116 -0.340 0.090
C -0.044 1.106 0.622
C 0.829 0.517 -0.401
O -0.717 -1.573 0.379
N 1.951 0.043 -0.005
O -2.224 -0.007 -0.221
O -0.300 1.859 1.464
H -1.456 -2.198 0.264
H 2.572 -0.190 -0.775
H 0.505 0.783 -1.417
```

Here are the Löwdin charges for atoms 1 to 2, given in e: C -0.462; C -0.187

---

Top of the stability list: arrangement i, leading by 34.0 kJ/mol.

---

Arrangement i

The following is a quantum chemistry calculation of the molecule C2H9N3O, from OMol25.

Results
multiplicity: 1
molar mass: 91.11 g mol⁻¹
HOMO energy: -8.32 eV
LUMO level: 1.02 eV

Structure (XYZ):
```
15
C2H9N3O ωB97M-V with the def2-TZVPD basis set
C 0.187 1.744 0.255
N 1.763 -0.501 1.067
C 0.144 0.421 -0.462
N 0.711 -0.720 0.120
H 1.357 -0.297 1.982
H 2.295 -1.364 1.173
H 0.353 0.476 -1.529
H -0.140 2.549 -0.408
H 1.178 1.983 0.648
H -0.505 1.744 1.105
N -2.005 -1.128 -1.422
O -1.475 -0.202 -0.465
H -0.089 -1.266 0.518
H -1.195 -1.680 -1.720
H -2.579 -1.759 -0.862
```

Here are the Löwdin charges for atoms 1 to 2, given in e: C -0.049; N -0.010

---

Arrangement ii

The following is a quantum chemistry calculation of a 2-piece molecular cluster, C2H9N3O overall, from OMol25.

Results
multiplicity: 1
molar mass: 91.11 g mol⁻¹
HOMO energy: -9.00 eV
LUMO level: 1.00 eV

Structure (XYZ):
```
15
C2H9N3O ωB97M-V with the def2-TZVPD basis set
N 1.482 -2.071 -0.171
C 0.218 -1.429 -0.519
N 0.290 0.027 -0.944
H 1.516 -3.146 -0.217
H 2.364 -1.665 -0.413
H -0.420 -1.950 -1.248
H -0.334 -1.337 0.424
H 0.935 0.753 -0.704
H 0.488 0.090 -1.960
C -0.394 1.776 0.955
N -1.784 1.626 0.944
O 0.280 1.931 2.010
H -0.047 2.144 0.018
H -2.319 2.130 1.592
H -2.275 1.121 0.233
```

Here are the Löwdin charges for atoms 1 to 2, given in e: N -0.035; C -0.322

---

Top of the stability list: arrangement ii, leading by 251.5 kJ/mol.